1) 10
Properties=species:S:1:pos:R:3 method="wB97M-V/def2-TZVPD" e_homo_ev=-8.2 lumo_energy_ev=0.4736 gap_ev=8.674 smiles=Fc1cnc(S)[nH]1
F 2.38 -0.64 -0.47
C 1.12 -0.66 -0.20
C 0.59 -1.03 1.03
N -0.69 -0.43 1.24
C -0.79 0.24 0.09
S -2.21 1.23 0.03
N 0.28 0.23 -0.84
H 1.07 -1.67 1.83
H -1.74 2.23 -0.89
H -0.01 0.51 -1.84

2) 10
Properties=species:S:1:pos:R:3 method="wB97M-V/def2-TZVPD" e_homo_ev=-9.2 lumo_energy_ev=-0.7535 gap_ev=8.430
C -0.06 0.00 -0.12
C 1.17 -0.82 0.05
C 2.30 -1.27 0.19
N 3.49 -1.80 0.30
N 4.47 -1.08 0.19
S 5.11 0.28 -0.15
F 4.29 1.87 -0.16
H 0.18 0.97 -0.67
H -0.77 -0.77 -0.41
H -0.57 0.26 0.85

Stability summary: most stable 1), least stable 2).